ORCA calculation (ωB97M-V/def2-TZVPD) on C54H71BBrO4P2RhSi as an isolated structure at a distorted geometry.

Results
Highest occupied orbital energy (spin up / spin down)   -6.576 / -8.301 eV
2S+1   5
Energy relative to the best compared isomer or geometry (same formula, charge and spin)   279.29 kJ/mol

Last column: Mulliken charge in e.
Positions of all 135 atoms, in Å:
Rh  0.21  0.66  -0.87  -2.215
C  -0.56  4.24  -2.66  -1.533
Si  0.02  3.01  -1.24  0.551
C  1.87  3.62  -1.37  0.532
C  2.16  4.97  -1.53  -0.339
C  3.41  5.39  -1.95  -1.028
C  4.40  4.45  -2.21  -0.881
C  4.15  3.11  -1.99  -0.528
C  2.89  2.69  -1.56  -0.478
P  2.54  0.97  -0.99  0.755
C  3.59  -0.03  -2.22  0.380
C  4.89  -0.72  -1.79  -1.964
C  4.67  -1.80  -0.72  -0.948
C  3.24  -2.33  -0.82  0.544
C  2.88  -2.47  -2.29  -0.235
C  2.72  -1.08  -2.92  -0.421
C  3.34  1.21  0.71  0.384
C  4.86  1.32  0.83  -0.640
C  5.23  1.34  2.32  -1.050
C  4.63  2.56  3.01  -1.040
C  3.12  2.55  2.83  -0.714
C  2.76  2.49  1.34  -0.316
C  -0.98  3.26  0.38  1.565
C  -0.81  4.39  1.22  -0.756
C  -1.11  4.35  2.54  -1.024
C  -1.55  3.09  3.20  -0.076
C  -2.13  2.14  2.21  -0.569
C  -1.76  2.18  0.91  -0.066
P  -2.05  0.81  -0.27  0.339
C  -3.59  1.43  -1.15  0.012
C  -4.61  2.03  -0.15  -1.022
C  -4.72  3.55  -0.27  -0.581
C  -5.23  3.93  -1.67  -0.965
C  -4.62  3.02  -2.74  -1.260
C  -3.29  2.45  -2.25  -0.631
C  -2.76  -0.81  0.44  1.240
C  -4.28  -1.06  0.59  -1.037
C  -4.73  -1.04  2.05  -0.791
C  -4.09  -2.19  2.83  -0.993
C  -2.71  -2.53  2.27  -1.427
C  -2.03  -1.29  1.69  0.775
H  -0.92  5.17  -2.23  0.363
H  -1.33  3.86  -3.32  0.488
H  0.30  4.47  -3.28  0.594
H  1.40  5.71  -1.34  0.367
H  3.62  6.44  -2.08  0.414
H  5.37  4.76  -2.58  0.445
H  4.94  2.39  -2.15  0.383
H  3.84  0.73  -2.97  1.356
H  5.64  0.01  -1.46  0.456
H  5.29  -1.19  -2.69  0.551
H  4.84  -1.42  0.29  0.272
H  5.38  -2.62  -0.88  0.580
H  2.56  -1.63  -0.33  -0.797
H  3.16  -3.28  -0.29  0.772
H  1.96  -3.05  -2.41  -0.346
H  3.67  -3.03  -2.79  0.520
H  1.67  -0.77  -2.87  -0.164
H  2.99  -1.13  -3.97  0.745
H  3.00  0.35  1.30  0.836
H  5.22  2.24  0.35  0.232
H  5.37  0.48  0.38  0.132
H  6.32  1.34  2.43  0.405
H  4.85  0.43  2.79  0.382
H  5.05  3.47  2.56  0.393
H  4.88  2.56  4.07  0.491
H  2.70  3.46  3.27  0.331
H  2.70  1.68  3.34  0.184
H  3.19  3.36  0.85  0.701
H  1.68  2.52  1.22  -1.046
H  -0.40  5.30  0.79  0.371
H  -0.93  5.21  3.17  0.412
H  -2.28  3.31  3.99  0.691
H  -2.75  1.35  2.60  0.090
H  -4.01  0.55  -1.64  1.040
H  -4.33  1.78  0.87  0.120
H  -5.60  1.61  -0.34  0.509
H  -3.75  4.01  -0.07  -0.223
H  -5.41  3.92  0.49  0.661
H  -4.98  4.97  -1.87  0.392
H  -6.31  3.84  -1.69  0.397
H  -4.47  3.58  -3.67  0.441
H  -5.29  2.19  -2.96  0.351
H  -2.69  3.26  -1.85  -0.136
H  -2.74  1.97  -3.05  0.900
H  -2.44  -1.46  -0.40  -0.302
H  -4.49  -2.05  0.19  0.605
H  -4.88  -0.36  0.02  0.599
H  -5.82  -1.11  2.09  0.579
H  -4.45  -0.08  2.50  0.103
H  -4.73  -3.07  2.78  0.482
H  -4.01  -1.92  3.88  0.318
H  -2.79  -3.29  1.48  0.289
H  -2.08  -2.96  3.06  0.423
H  -0.99  -1.51  1.45  -0.065
H  -2.02  -0.52  2.46  -0.782
Br  0.01  4.59  5.84  -0.151
C  -0.35  2.78  5.38  -0.702
C  -0.68  1.91  6.36  -0.194
C  -0.84  0.54  6.07  -1.397
C  -0.48  0.09  4.79  -0.109
C  -0.15  0.94  3.78  -0.625
C  -0.28  2.43  3.94  2.234
C  0.57  0.32  2.57  -0.408
O  1.34  -0.59  2.82  -0.798
O  0.30  0.84  1.46  1.696
H  -0.79  2.25  7.38  0.473
H  -1.11  -0.15  6.85  0.437
H  -0.39  -0.98  4.62  0.504
H  0.59  2.90  3.46  -0.831
C  -1.74  -7.95  -2.47  -1.629
C  -0.70  -7.03  -3.12  1.711
C  -1.16  -6.72  -4.55  -2.054
C  0.66  -7.74  -3.20  -1.648
C  -0.53  -5.76  -2.28  0.627
C  -0.15  -5.90  -0.95  -0.195
C  0.11  -4.81  -0.12  -2.672
C  -0.05  -3.56  -0.67  1.412
O  0.21  -2.34  -0.15  -0.324
B  -0.03  -1.40  -1.14  0.763
O  -0.48  -2.07  -2.29  -0.486
C  -0.46  -3.40  -2.00  0.119
C  -0.69  -4.49  -2.82  -0.916
H  -1.85  -8.86  -3.04  0.455
H  -2.70  -7.45  -2.43  0.388
H  -1.45  -8.22  -1.45  0.307
H  -1.31  -7.65  -5.09  0.413
H  -0.42  -6.13  -5.08  0.392
H  -2.11  -6.19  -4.54  0.445
H  0.59  -8.63  -3.81  0.454
H  1.01  -8.03  -2.21  0.349
H  1.41  -7.08  -3.64  0.355
H  -0.02  -6.88  -0.53  0.455
H  0.44  -4.94  0.89  0.651
H  -0.96  -4.32  -3.85  0.644